Here is C19H27NOPb as an isolated structure from the OMol25 dataset. Energies are from ωB97M-V with the def2-TZVPD basis set.

Last column: Löwdin charge in e.
Cartesian coordinates (Å):
C -0.4652 0.6146 -3.1858  -0.26
C 0.7925 1.0750 -3.6763  -0.43
C 0.9691 2.4255 -3.1916  -0.34
C -0.2029 2.7613 -2.4597  -0.22
C -1.0861 1.6410 -2.5043  -0.19
Pb 1.7377 0.5958 -1.6167  0.97
N 0.1161 -2.4164 -2.4255  -0.02
C -0.6270 -3.6160 -2.9238  -0.62
C -0.0589 -4.3772 -3.9800  -0.25
H 1.7974 3.0822 -3.4633  0.07
H 1.3888 0.5637 -4.4483  0.09
H -0.3964 3.7402 -2.0228  0.08
H -2.0921 1.6673 -2.0896  0.08
H -0.9657 -0.3035 -3.4697  0.08
H -0.2702 -4.0377 -5.0283  -0.06
H -1.5192 -2.9729 -3.1973  0.07
H -0.1706 -2.1057 -1.3444  0.05
H 0.5631 -5.2407 -3.8106  -0.09
H -0.8584 -4.2647 -1.9134  0.09
C -2.0523 2.4354 0.6130  -0.08
C -0.6566 2.7979 1.0866  -0.37
C -0.7135 4.1391 1.8322  -0.11
C -0.0436 1.6867 1.9402  -0.13
C 0.1353 1.7605 3.3046  -0.08
C 0.4510 0.6546 4.1034  -0.12
C 0.7284 -0.5477 3.4496  -0.08
C 0.6779 -0.6892 2.0724  -0.14
C 0.9067 -2.0332 1.3845  -0.39
C 2.2658 -2.6279 1.7381  -0.08
C -0.2321 -2.9704 1.7528  -0.08
C 0.3474 0.4677 1.3276  -0.32
O 0.3555 0.3933 0.0151  -0.40
H -2.7129 2.2427 1.4708  0.08
H -2.0155 1.5458 -0.0071  0.05
H -2.4861 3.2508 0.0258  0.07
H -0.0008 2.9531 0.2127  0.11
H -1.4204 4.1070 2.6821  0.07
H 0.2651 4.4564 2.2317  0.08
H -1.0674 4.9170 1.1436  0.07
H 0.0016 2.7260 3.7572  0.08
H 0.4540 0.7310 5.1976  0.08
H 1.0065 -1.4096 4.0258  0.09
H 0.9011 -1.8811 0.2974  0.08
H 2.3263 -2.8257 2.8185  0.06
H 2.4322 -3.5704 1.2078  0.07
H 3.0840 -1.9390 1.4933  0.08
H -1.2017 -2.5068 1.5435  0.08
H -0.1902 -3.9130 1.1999  0.07
H -0.1976 -3.1826 2.8306  0.07

Results
* E_LUMO (spin up / spin down): 4.85 / 4.90 eV
* net charge: -2
* energy relative to the best compared isomer or geometry (same formula, charge and spin): 2.970 eV
* E_tot: -1062.76611 Eh
* gap between HOMO and LUMO (spin up / spin down): 3.78 / 3.19 eV

Here is one molecule with the formula C6H10N2O from the OMol25 dataset. Energies are from ωB97M-V with the def2-TZVPD basis set.

Last column: Löwdin charge in e.
Cartesian coordinates (Å):
C -2.9371 0.7225 0.1624  -0.29
C -2.1267 -0.3305 0.0257  -0.01
C -0.5135 1.0154 -0.1346  -0.05
C -2.0203 -1.7898 -0.2912  -0.07
C 1.5522 -0.3006 0.1990  -0.07
C 1.7087 2.0227 -0.1196  -0.03
N -2.5827 1.9582 0.0163  -0.02
N 0.7972 0.9034 0.1494  -0.19
O -1.2109 2.1467 0.0122  -0.04
H -3.9144 0.4502 0.3635  0.10
H -1.3662 -2.2531 0.3003  0.02
H -2.9570 -2.0930 -0.0421  0.06
H -1.6795 -1.8552 -1.2613  0.06
H 2.0550 -0.6777 -0.8095  0.14
H 2.2694 -0.2755 0.9359  0.06
H 0.9737 -1.1190 0.4171  0.05
H 2.3829 1.8073 -0.8552  0.05
H 1.0749 2.9572 -0.4022  0.13
H 2.1222 2.1413 0.8780  0.10

Results
* E_LUMO: 0.61 eV
* energy relative to the best compared isomer or geometry (same formula, charge and spin): 7.352 eV
* E_tot: -419.11631 Eh
* gap between HOMO and LUMO: 7.42 eV

Here is a 21-piece molecular cluster, C21H84O21 overall from the OMol25 dataset. Energies are from ωB97M-V with the def2-TZVPD basis set.

Last column: Löwdin charge in e.
Cartesian coordinates (Å):
C -31.1120 -4.9773 4.8409  -0.17
O -29.9961 -4.1358 4.7320  -0.11
H -32.0585 -4.4368 4.8450  0.05
H -31.1217 -5.8263 4.1574  0.07
H -31.0920 -5.5020 5.7962  0.08
H -30.0339 -3.7735 3.8438  0.02
C -30.3548 -2.2075 1.4926  -0.14
O -29.3497 -2.5971 2.3985  -0.14
H -31.3322 -2.3076 1.9646  0.07
H -30.1402 -1.1585 1.2885  0.08
H -30.3385 -2.8165 0.5887  0.08
H -28.5345 -2.1647 2.1337  0.09
C -27.9109 -5.2407 1.9707  -0.13
O -28.9239 -6.1818 1.6638  -0.13
H -28.0636 -4.7935 2.9529  0.07
H -27.0008 -5.8380 1.9169  0.07
H -27.8410 -4.4504 1.2233  0.08
H -29.7326 -5.6657 1.6305  0.04
C -34.9852 -8.6121 -0.7714  -0.12
O -33.5713 -8.8200 -0.8256  -0.16
H -35.2862 -7.5658 -0.7211  0.08
H -35.4953 -9.1569 -1.5659  0.07
H -35.3695 -9.1790 0.0765  0.07
H -33.2046 -8.3232 -1.5607  0.01
C -33.8404 -3.5354 7.0269  -0.18
O -34.2658 -4.2842 8.1265  -0.11
H -32.7642 -3.6608 6.9081  0.08
H -34.2337 -3.9610 6.1037  0.07
H -34.1842 -2.5060 7.1281  0.07
H -35.2135 -4.1524 8.2051  0.08
C -28.6214 -7.8720 4.8065  -0.15
O -29.2012 -9.1154 4.4204  -0.13
H -28.8470 -7.6327 5.8457  0.08
H -27.5421 -7.8679 4.6545  0.07
H -28.9863 -7.1246 4.1019  0.06
H -30.0810 -8.9255 4.0863  0.01
C -33.2585 -7.4837 -4.2257  -0.12
O -32.7172 -7.4590 -2.9114  -0.14
H -33.3244 -6.4459 -4.5522  0.08
H -32.7627 -8.1269 -4.9528  0.07
H -34.2566 -7.9068 -4.3392  0.08
H -31.8848 -6.9816 -2.9403  0.03
C -31.9143 -6.1736 0.3767  -0.13
O -31.5000 -5.1254 1.1848  -0.13
H -32.7156 -5.9008 -0.3101  0.07
H -31.0468 -6.4468 -0.2240  0.08
H -32.3464 -6.9763 0.9744  0.08
H -32.2125 -4.7076 1.6741  0.04
C -30.7389 -10.3380 -0.8453  -0.18
O -31.9238 -11.0553 -0.9125  -0.12
H -30.4233 -10.1916 0.1877  0.06
H -29.9142 -10.8765 -1.3123  0.07
H -30.8323 -9.4254 -1.4340  0.07
H -32.6739 -10.4586 -0.8589  0.03
C -33.0518 -1.2305 -0.9030  -0.17
O -32.1135 -0.1823 -0.9668  -0.13
H -33.8038 -0.8544 -0.2094  0.06
H -33.4976 -1.4719 -1.8679  0.08
H -32.5837 -2.1359 -0.5166  0.06
H -32.1144 0.2778 -0.1243  0.01
C -30.9436 -2.7371 -3.4960  -0.14
O -29.6604 -3.3091 -3.4288  -0.12
H -31.3296 -2.8651 -4.5073  0.09
H -31.6336 -3.3290 -2.8947  0.08
H -30.8807 -1.7001 -3.1662  0.08
H -29.1706 -2.8763 -4.1319  0.09
C -26.6885 -8.7081 1.5909  -0.10
O -27.8765 -8.5917 0.7798  -0.14
H -26.1946 -9.6671 1.4344  0.08
H -26.0013 -7.8804 1.4154  0.08
H -27.0466 -8.7082 2.6204  0.06
H -28.2955 -7.7842 1.0866  0.03
C -31.5958 -1.1708 5.0621  -0.13
O -32.7382 -0.9388 5.8194  -0.13
H -30.7472 -1.2895 5.7358  0.10
H -31.6497 -2.1122 4.5153  0.07
H -31.4182 -0.3828 4.3302  0.08
H -32.5769 -0.1536 6.3477  0.11
C -30.0384 -9.8424 -4.4610  -0.14
O -28.6830 -9.3853 -4.4204  -0.13
H -30.6331 -9.0571 -3.9942  0.05
H -30.4179 -10.0145 -5.4682  0.08
H -30.1831 -10.7700 -3.9073  0.08
H -28.3567 -9.4492 -3.5199  0.02
C -35.8544 -1.4587 4.6907  -0.11
O -34.6320 -2.1230 4.3614  -0.17
H -35.9551 -0.5764 4.0585  0.07
H -36.5984 -2.1830 4.3590  0.09
H -35.9636 -1.2082 5.7459  0.08
H -33.9370 -1.6463 4.8211  0.01
C -26.7471 -10.6249 -1.5849  -0.13
O -27.7171 -9.5857 -1.6718  -0.17
H -25.7757 -10.1307 -1.5683  0.08
H -26.9087 -11.2115 -0.6806  0.08
H -26.7739 -11.2722 -2.4615  0.08
H -27.7029 -9.2161 -0.7859  0.01
C -31.9801 -9.5808 2.5373  -0.11
O -31.7444 -8.6221 3.5666  -0.14
H -32.0328 -9.0800 1.5707  0.05
H -31.1577 -10.2917 2.4573  0.09
H -32.8975 -10.1365 2.7313  0.09
H -32.6008 -8.4252 3.9531  0.04
C -29.2918 -6.5997 -2.4493  -0.12
O -30.4492 -5.9517 -2.9356  -0.14
H -29.5976 -7.3532 -1.7235  0.06
H -28.7243 -7.0792 -3.2468  0.08
H -28.6620 -5.9044 -1.8943  0.09
H -30.1393 -5.1171 -3.2950  0.04
C -34.6953 -4.0594 1.3180  -0.09
O -33.7594 -3.9131 2.4158  -0.16
H -34.4066 -4.8980 0.6844  0.07
H -35.6715 -4.3161 1.7293  0.08
H -34.8027 -3.1060 0.8007  0.07
H -34.1116 -3.2996 3.0648  0.02
C -33.2961 0.9244 2.1762  -0.12
O -31.9939 1.0577 1.5688  -0.13
H -33.2746 0.9196 3.2659  0.07
H -34.0503 1.6461 1.8624  0.09
H -33.6057 -0.0679 1.8483  0.07
H -31.6091 1.8584 1.9327  0.09
C -35.1326 -7.3273 4.4624  -0.13
O -33.9761 -7.7180 5.1825  -0.13
H -35.9839 -7.9173 4.8020  0.08
H -35.2677 -6.2509 4.5681  0.07
H -34.9723 -7.5939 3.4178  0.08
H -34.1651 -7.6270 6.1193  0.09

Results
* E_LUMO: -0.12 eV
* energy relative to the best compared isomer or geometry (same formula, charge and spin): 0.532 eV
* E_tot: -2430.19101 Eh
* gap between HOMO and LUMO: 8.79 eV